# 1
A structure of composition C21H14BCl5N7O2Ru. Source: OMol25; level of theory: ωB97M-V with the def2-TZVPD basis set.

Cartesian coordinates (Å):
H: 0.805 3.170 0.316
H: 2.251 -1.553 3.454
C: 0.027 1.750 -2.551
Cl: -2.695 0.591 -0.941
C: -2.256 -3.651 -2.308
B: 1.573 -1.078 2.608
O: -0.963 0.242 -4.112
C: 0.489 4.080 -2.941
H: -0.031 2.673 -4.479
H: -1.947 -2.995 0.368
C: 0.971 0.666 4.406
Ru: -0.318 0.339 0.316
Cl: -5.234 -1.254 -1.109
C: 3.776 -0.795 1.284
C: -1.093 -2.971 1.019
H: 4.381 -1.089 2.116
Cl: 0.388 -3.330 -2.794
N: 0.551 -2.112 2.110
H: 0.936 5.195 -1.124
H: -0.780 -5.044 1.739
C: -1.336 -1.435 -2.022
C: 0.158 2.855 -3.433
H: 1.606 0.203 5.132
Cl: -2.030 -5.314 -2.623
C: 0.538 -3.417 2.415
N: 0.840 0.158 3.174
O: -0.298 -0.570 -2.053
H: 2.733 0.095 -1.663
H: 1.267 -3.838 3.079
H: 0.064 2.445 5.347
C: -2.603 -0.993 -1.602
C: 4.129 -0.485 -0.013
C: 0.191 1.802 4.502
C: 0.703 4.235 -1.552
C: -0.449 0.511 -3.040
Cl: -4.874 -4.237 -2.002
C: -3.701 -1.839 -1.603
H: 0.585 4.937 -3.592
C: -0.403 1.920 3.251
C: -0.503 -4.011 1.733
N: -0.007 0.918 2.473
C: -1.171 -2.780 -2.366
C: 2.922 -0.181 -0.642
H: -1.074 2.672 2.875
C: -3.530 -3.175 -1.975
H: 5.107 -0.487 -0.444
C: 0.622 3.114 -0.755
N: 0.309 1.910 -1.218
N: -0.443 -1.837 1.256
N: 2.444 -0.677 1.401
N: 1.929 -0.305 0.226

## Properties
Multiplicity ... 2
F_max ... 4.20 eV/A
E_LUMO (alpha / beta) ... -0.39 / -0.40 eV
⟨S²⟩ ... 0.77
Frontier orbital gap (alpha / beta) ... 0.1902 / 0.3095 Ha

Results of the Mulliken charge analysis, in e, for atoms 1 through 6: 0.381, -0.140, 0.263, -0.100, 0.331, 0.368

---

# 2
A structure of composition C21H14F6FeN4O7PSSe. Source: OMol25; level of theory: ωB97M-V with the def2-TZVPD basis set.

Cartesian coordinates (Å):
C: -4.838 1.135 -3.418
C: -2.251 1.254 1.824
C: -3.049 2.454 -2.564
H: 2.348 1.215 4.017
H: 0.542 1.363 -3.478
O: 4.723 1.348 4.504
H: -5.728 1.025 -4.022
F: -1.750 -1.332 3.893
C: 3.822 0.239 -1.938
H: 0.327 1.670 4.576
H: 2.523 1.033 -4.954
C: 1.506 1.086 -3.069
C: 3.818 0.636 1.064
O: 6.046 0.975 2.711
F: -3.279 -1.362 2.197
O: -1.488 1.596 -1.169
N: 1.542 0.917 -1.755
P: -2.126 -2.395 2.718
F: -1.042 -1.655 1.740
H: -2.048 2.216 5.044
H: 4.646 0.214 -3.914
O: -0.711 -0.779 -2.515
C: 4.961 1.089 3.310
C: 2.606 0.886 -3.886
C: -4.321 0.062 -2.735
H: 4.714 -0.133 -1.455
O: 0.801 -1.802 -0.737
F: -2.510 -3.416 1.538
C: -1.747 1.877 4.060
O: 1.545 -1.978 -3.340
C: -0.075 1.118 2.541
C: -3.169 0.168 -1.943
C: 3.777 0.432 -3.305
N: 1.457 0.576 0.836
Fe: -0.290 0.000 -0.321
N: -2.555 1.394 -1.886
Se: 0.334 -2.138 -2.288
H: -2.463 3.350 -2.430
F: -0.978 -3.390 3.251
C: -2.682 1.724 3.052
S: -2.529 -1.159 -1.076
C: 2.684 0.515 -1.190
C: 2.672 0.511 0.295
C: -4.182 2.363 -3.329
H: -4.535 3.241 -3.850
C: 3.702 0.865 2.429
H: -4.779 -0.915 -2.785
O: -0.518 -3.490 -2.431
C: -0.424 1.568 3.807
N: -0.982 0.971 1.571
F: -3.212 -3.088 3.705
C: 1.327 0.847 2.133
H: -3.733 1.920 3.215
H: 4.811 0.620 0.639
H: -2.946 1.081 1.013
C: 2.428 0.985 2.965

## Properties
Multiplicity ... 6
Relative energy (zero: lowest compared OMol25 entry of this formula, charge and spin) ... 17.6 kJ/mol
F_max ... 0.42 eV/A
E_LUMO (alpha / beta) ... 3.81 / 2.99 eV
⟨S²⟩ ... 8.78
Charge ... -2
Frontier orbital gap (alpha / beta) ... 0.2690 / 0.2283 Ha

Results of the Mulliken charge analysis, in e, for atoms 1 through 6: -0.246, -0.343, -0.287, 0.602, 0.338, -0.745

---

# 3
A structure of composition C21H15BCl4N6O6SV. Source: OMol25; level of theory: ωB97M-V with the def2-TZVPD basis set.

Cartesian coordinates (Å):
Cl: 3.538 1.706 6.249
O: -0.714 2.782 -2.576
B: -0.597 -1.752 0.533
H: -1.012 -0.203 -4.439
C: -0.765 4.468 -0.948
C: 2.075 1.208 4.021
H: 0.730 0.048 -4.256
O: 0.473 1.222 -1.008
N: 0.847 -2.060 -2.306
C: -1.618 6.628 -1.499
H: -0.234 4.126 1.101
S: 1.536 -4.343 -1.007
C: 0.702 -3.404 -2.097
C: -1.266 5.344 -1.893
Cl: 5.778 -0.045 4.930
C: -1.667 -3.593 1.188
O: 0.744 0.801 2.071
H: 2.276 -0.720 -2.029
H: -3.401 -3.758 -1.731
C: -0.065 -1.639 -3.247
H: -1.759 -4.956 2.842
N: -0.265 -3.721 -2.972
H: 2.210 -1.956 -0.932
O: 2.592 -0.641 0.974
V: 0.874 -0.107 0.337
H: -0.689 -4.627 -3.049
C: -3.056 -4.032 -0.743
C: 3.284 0.995 4.691
C: -2.123 -3.267 -0.081
C: -0.972 6.121 0.758
H: -3.452 -6.381 1.684
N: -0.413 3.131 -1.401
Cl: 5.277 -1.308 2.077
H: -0.862 6.419 1.793
N: 0.186 2.427 -0.539
H: -4.260 -5.798 -0.558
Cl: 0.822 2.178 4.713
C: -3.069 -5.494 1.195
N: -0.745 -2.653 -3.681
C: -0.184 -0.248 -3.736
H: -2.010 7.322 -2.232
C: 2.869 -0.140 2.179
C: 4.064 -0.344 2.846
H: -0.348 0.465 -2.928
C: -1.471 7.019 -0.178
C: 1.848 0.647 2.768
H: -1.748 8.021 0.127
O: -1.492 -2.131 -0.502
C: -0.616 4.836 0.383
C: -3.526 -5.165 -0.076
H: -1.374 5.000 -2.910
O: -0.750 -2.667 1.591
C: 4.278 0.222 4.109
C: -2.125 -4.707 1.855
N: 1.643 -1.274 -1.457

## Properties
Multiplicity ... 3
F_max ... 0.16 eV/A
E_LUMO (alpha / beta) ... 2.45 / 2.45 eV
⟨S²⟩ ... 2.02
Charge ... -1
Frontier orbital gap (alpha / beta) ... 0.2742 / 0.2756 Ha

Results of the Mulliken charge analysis, in e, for atoms 1 through 6: -0.227, -0.762, 0.318, 0.360, 0.089, 0.211